[1]
Here is C50H44BrIN4O4PSTa as an isolated structure from the Open Molecules 2025 dataset. Energies are from ωB97M-V/def2-TZVPD.

Properties
- Highest occupied orbital energy: -0.4830 Ha
- ΔE to the lowest compared entry with this formula, charge and spin: 2.368 eV
- Total charge: +2
- Orbital gap: 0.2193 Ha

Positions of all 107 atoms, in Å:
Ta1 0.024602 -0.904616 -0.829811
C1 -1.122882 -0.847330 5.055526
C2 -2.488086 -0.297766 4.608692
C3 -2.346396 1.166213 4.156494
C4 -3.442079 -0.333878 5.803525
C5 -2.990907 -1.094188 3.418986
C6 -4.175986 -1.840800 3.429810
C7 -4.613515 -2.535284 2.318270
C8 -3.862037 -2.475001 1.157631
S1 -4.135295 -3.226759 -0.391002
C9 -2.701622 -2.474636 -0.986920
N1 -2.066407 -1.716815 -0.116661
C10 -2.679154 -1.716554 1.113537
C11 -2.254254 -1.035513 2.247051
C12 -2.159648 -2.664715 -2.309777
C13 -2.803322 -3.460733 -3.262538
C14 -2.180949 -3.715654 -4.467908
C15 -0.938291 -3.158227 -4.733585
C16 -0.330665 -2.328876 -3.798628
C17 -0.912078 -2.063765 -2.564599
H1 -0.693392 -0.183085 5.800553
H2 -0.416961 -0.931979 4.232509
H3 -1.230910 -1.833043 5.502846
H4 -2.123089 1.802808 5.007485
H5 -3.276683 1.511820 3.708243
H6 -1.547505 1.292653 3.430363
H7 -3.034405 0.286813 6.597198
H8 -3.551294 -1.341063 6.196707
H9 -4.419993 0.062799 5.541286
H10 -4.773758 -1.886350 4.324368
H11 -5.520076 -3.116322 2.349703
H12 -1.340958 -0.460845 2.219328
H13 -3.772661 -3.887112 -3.046739
H14 -2.649814 -4.365259 -5.189623
H15 -0.443299 -3.375415 -5.668583
H16 0.636374 -1.901453 -4.032773
C18 5.475041 1.963850 -2.609969
C19 4.444016 1.198351 -3.129352
C20 3.321710 0.926039 -2.363703
C21 3.241589 1.418843 -1.068216
C22 4.270373 2.205657 -0.551179
C23 5.384130 2.472957 -1.323400
P1 1.774634 1.148101 -0.020901
C24 1.298257 2.904487 0.169393
C25 1.533880 3.713903 1.273673
C26 1.211652 5.060975 1.213963
C27 0.652172 5.607038 0.072180
C28 0.424810 4.801386 -1.032770
C29 0.750358 3.462444 -0.985417
C30 2.513721 0.517086 1.516993
C31 1.997472 0.804085 2.778270
C32 2.586418 0.251800 3.903744
C33 3.658752 -0.615868 3.777222
C34 4.133521 -0.946228 2.517319
C35 3.573477 -0.381970 1.387920
H17 6.347017 2.171397 -3.210218
H18 4.512786 0.813428 -4.134617
H19 2.508423 0.332492 -2.765709
H20 4.198084 2.609656 0.448821
H21 6.182318 3.083229 -0.930240
H22 1.975761 3.323672 2.176888
H23 1.397184 5.684980 2.074182
H24 0.401636 6.655915 0.039139
H25 -0.004564 5.217184 -1.929772
H26 0.598558 2.830933 -1.849578
H27 1.134564 1.447274 2.890950
H28 2.210256 0.506165 4.882618
H29 4.116655 -1.047824 4.654653
H30 4.953696 -1.638301 2.422679
H31 3.952780 -0.642310 0.407850
N2 -2.337266 0.692958 -3.657449
C36 -1.048951 1.071821 -3.612372
N3 -0.612395 1.910389 -4.556121
O1 -0.277715 0.703289 -2.693364
H32 -2.934726 0.942192 -4.427787
H33 -2.684059 0.006721 -3.007631
H34 -1.197098 2.217823 -5.314901
H35 0.346817 2.216366 -4.533653
Br1 -2.032378 4.178624 2.020642
C37 -3.526061 4.063155 0.865436
C38 -4.512292 5.037318 0.920043
C39 -5.616720 4.949288 0.089618
C40 -5.744718 3.884469 -0.788613
C41 -4.756801 2.914829 -0.855822
C42 -3.646437 3.009971 -0.032219
I1 -2.105999 1.511872 -0.165708
H36 -4.399906 5.855578 1.615624
H37 -6.384412 5.706463 0.131103
H38 -6.617412 3.811722 -1.418854
H39 -4.848991 2.081784 -1.537037
C43 1.770653 -1.856902 -1.471098
C44 2.551231 -2.747839 -1.761167
C45 3.440257 -3.765582 -2.148667
C46 3.246801 -4.397165 -3.385682
C47 4.086598 -5.421631 -3.769390
C48 5.117507 -5.825596 -2.932498
C49 5.309876 -5.207974 -1.704416
C50 4.480664 -4.178140 -1.307457
H40 2.439560 -4.067848 -4.023123
H41 3.940902 -5.910126 -4.720858
H42 5.780472 -6.616095 -3.242682
H43 6.110038 -5.537501 -1.059446
H44 4.618136 -3.685893 -0.355553
O2 0.059698 -3.251720 0.360218
N4 0.419747 -2.634124 1.355448
O3 0.723451 -3.117658 2.391776
O4 0.448188 -1.355740 1.209284

Cartesian forces, eV/Å:
Ta -0.048 -1.975 -0.823
C -0.187 0.071 -0.035
C 0.112 0.179 0.183
C -0.046 -0.191 0.127
C 0.143 -0.015 -0.215
C -0.082 -0.067 -0.156
C 0.059 -0.029 -0.030
C -0.050 -0.070 -0.054
C 0.458 0.201 -0.179
S 0.457 0.363 0.067
C -0.467 -0.054 0.423
N 1.091 0.251 -1.227
C -0.594 -0.003 0.986
C -0.008 -0.094 -0.021
C 0.229 -0.057 -0.455
C 0.169 0.192 0.194
C -0.040 -0.054 -0.021
C -0.043 0.149 0.165
C 0.293 0.146 -0.088
C 0.149 0.209 0.988
H 0.073 0.081 0.155
H 0.085 0.024 -0.142
H -0.002 -0.108 0.025
H 0.056 0.099 0.146
H -0.053 0.104 -0.055
H 0.089 0.034 -0.152
H 0.021 0.043 0.102
H -0.087 -0.126 0.050
H -0.150 0.016 0.013
H -0.050 -0.013 0.125
H -0.153 -0.063 0.065
H -0.101 0.006 0.040
H -0.063 -0.103 0.005
H -0.074 -0.033 -0.096
H 0.049 0.031 -0.070
H 0.049 0.006 -0.019
C -0.086 -0.065 -0.091
C 0.071 0.020 -0.124
C -0.128 0.006 0.125
C -0.252 -0.298 -0.239
C -0.058 -0.041 -0.006
C 0.005 0.020 0.031
P 0.545 0.323 0.028
C -0.391 -0.302 -0.046
C 0.019 -0.172 0.021
C 0.041 0.118 0.006
C 0.077 -0.035 0.030
C -0.021 0.062 -0.024
C 0.042 -0.120 0.071
C -0.216 0.046 -0.168
C -0.018 -0.017 -0.122
C -0.002 0.055 0.068
C -0.074 -0.028 -0.032
C 0.063 -0.025 0.084
C -0.108 0.073 -0.032
H 0.085 0.019 -0.063
H 0.023 -0.051 -0.123
H 0.100 0.014 -0.029
H 0.015 0.022 0.084
H 0.060 0.044 0.080
H 0.066 -0.077 0.039
H 0.040 0.078 0.090
H -0.026 0.098 0.011
H -0.042 0.085 -0.136
H -0.076 -0.006 -0.097
H -0.041 0.050 -0.003
H -0.071 -0.006 0.093
H 0.012 -0.008 0.063
H 0.141 -0.099 -0.043
H 0.045 0.045 -0.009
N -0.023 -0.039 -0.131
C -0.606 -0.267 0.215
N 0.243 0.147 -0.146
O 0.833 -0.969 1.346
H 0.052 0.008 0.009
H 0.168 0.012 -0.002
H 0.041 -0.005 0.048
H -0.051 -0.060 0.013
Br -0.249 0.168 -0.042
C 0.534 -0.316 0.150
C 0.015 -0.011 -0.017
C 0.050 -0.082 0.002
C 0.059 0.071 0.076
C 0.230 -0.341 -0.086
C 0.072 0.079 0.099
I -0.932 0.776 0.146
H -0.023 0.031 0.032
H -0.035 0.071 0.041
H -0.030 -0.065 -0.091
H -0.044 -0.021 -0.052
C -1.787 1.342 0.710
C 0.325 -0.108 -0.052
C 0.183 -0.327 -0.136
C -0.009 0.080 0.079
C -0.024 -0.011 -0.085
C -0.049 0.122 0.026
C 0.048 0.004 0.048
C -0.068 0.069 0.018
H -0.059 -0.028 -0.062
H -0.007 -0.021 -0.067
H 0.067 -0.146 -0.025
H 0.056 0.014 0.057
H 0.025 -0.011 0.064
O -0.277 -0.001 -1.626
N -0.019 -1.525 0.908
O 0.172 0.010 0.490
O -0.003 2.372 -1.516

[2]
Here is C50H44CaN6O5 as an isolated structure from the Open Molecules 2025 dataset. Energies are from ωB97M-V/def2-TZVPD.

Properties
- Highest occupied orbital energy (alpha / beta): -0.2514 / -0.2514 Ha
- Orbital gap (alpha / beta): 0.2438 / 0.2438 Ha

Positions of all 106 atoms, in Å:
Ca1 10.418416 13.890874 10.442431
C1 7.316992 14.575027 8.928723
C2 7.488996 15.944560 9.472427
C3 7.286787 15.984461 10.954512
C4 6.219898 15.295908 11.581568
C5 6.351963 14.992131 12.913286
C6 7.290812 15.681021 13.698617
C7 8.211807 16.485850 13.050605
N1 8.279306 16.514614 11.675020
N2 8.555979 13.848907 8.517559
C8 9.108407 14.392312 7.217165
C9 10.154107 15.435637 7.443182
C10 10.573662 16.230661 6.322351
C11 11.126998 17.479590 6.603035
C12 11.348879 17.886109 7.935813
C13 11.136432 16.952942 8.927047
N3 10.634216 15.722794 8.688880
C14 8.200650 12.402684 8.436913
C15 9.393851 11.606226 8.044943
C16 9.196711 10.651970 6.991427
C17 10.302810 10.231584 6.280088
C18 11.555370 10.850717 6.555653
C19 11.666371 11.656807 7.692072
N4 10.619308 12.081724 8.360783
H1 6.710893 14.535054 8.044771
H2 6.814050 13.923233 9.659442
H3 6.805636 16.641282 8.921279
H4 8.541030 16.303940 9.370793
H5 5.378097 14.813528 10.967155
H6 5.790159 14.171958 13.345459
H7 7.246971 15.618071 14.798004
H8 8.942889 17.101978 13.585278
H9 8.293738 14.829934 6.592880
H10 9.473655 13.520213 6.572185
H11 10.412262 15.817407 5.306276
H12 11.318467 18.115290 5.775594
H13 11.719757 18.881475 8.123583
H14 11.356601 17.096421 9.991712
H15 7.401604 12.174004 7.691109
H16 7.786104 12.205963 9.470789
H17 8.225315 10.259685 6.762921
H18 10.193690 9.410156 5.553275
H19 12.408696 10.595348 5.896562
H20 12.630459 12.028985 8.066509
C20 14.000743 15.616127 11.019521
O1 12.703348 15.624976 11.661677
C21 12.754488 15.761574 13.002580
C22 13.430083 16.872931 13.563949
C23 13.303846 17.009138 14.949462
C24 12.617683 16.064327 15.746785
C25 12.064179 14.956188 15.213926
C26 11.913390 14.915299 13.792483
N5 11.028005 14.059006 13.151008
N6 10.597794 13.168536 13.961545
C27 9.641703 12.283334 13.838083
C28 8.730474 12.177086 12.710816
O2 8.855892 12.718439 11.536295
C29 7.506083 11.414679 12.973779
C30 7.321937 10.618713 14.065887
C31 8.357376 10.558412 15.098570
C32 8.155404 9.810922 16.282022
C33 8.904871 10.091682 17.432194
C34 9.921816 11.058872 17.410190
C35 10.211909 11.714828 16.218385
C36 9.452443 11.483918 15.052648
H21 14.536382 16.582558 10.978339
H22 13.808849 15.359288 9.949181
H23 14.731855 14.860316 11.433342
H24 13.999378 17.578309 12.989712
H25 13.793225 17.852914 15.378009
H26 12.485432 16.224399 16.825182
H27 11.484664 14.273668 15.825107
H28 6.749034 11.303204 12.161989
H29 6.339588 10.063261 14.166974
H30 7.405441 9.031581 16.333708
H31 8.796259 9.487542 18.284994
H32 10.578035 11.240162 18.278913
H33 11.081669 12.345581 16.154769
O3 12.942061 10.945418 12.389569
C37 14.007488 11.143627 11.487021
C38 13.649356 12.301040 10.520147
O4 14.588425 12.817985 9.828932
O5 12.439903 12.727013 10.563975
C39 14.224324 9.800559 10.695691
C40 15.228785 9.616588 9.772737
C41 15.376949 8.442854 9.050863
C42 14.506135 7.362112 9.309002
C43 13.475513 7.547906 10.210385
C44 13.349876 8.715939 10.922114
C45 15.292318 11.520027 12.237724
C46 15.367624 11.134280 13.582949
C47 16.397454 11.646688 14.378360
C48 17.234886 12.618601 13.880714
C49 17.272084 12.879591 12.532949
C50 16.371629 12.229535 11.682224
H34 12.267413 11.547061 12.056512
H35 15.828789 10.494966 9.494717
H36 16.186982 8.311581 8.332240
H37 14.662196 6.438759 8.735611
H38 12.706778 6.732366 10.400963
H39 12.641051 8.756521 11.750551
H40 14.732425 10.323145 13.989956
H41 16.520585 11.253903 15.383468
H42 18.023713 13.060658 14.480706
H43 18.117626 13.424280 12.179757
H44 16.397453 12.367764 10.635091

Cartesian forces, eV/Å:
Ca 1.108 -0.398 0.446
C 0.346 -2.045 -0.571
C 0.526 1.834 -0.144
C -0.104 -0.223 1.396
C -0.491 -0.988 -1.264
C 0.056 0.111 0.424
C 0.024 0.226 0.227
C -0.349 -0.246 -1.233
N -0.219 0.279 0.895
N 0.033 0.105 -0.480
C -0.489 -1.944 0.177
C 1.727 1.590 -0.384
C -0.464 -0.646 1.296
C -0.375 -1.097 0.625
C -0.147 -0.359 -0.990
C 0.417 -0.738 0.388
N -1.576 0.021 -1.289
C -0.823 0.609 1.420
C 0.648 -0.286 -2.358
C 1.121 0.648 1.487
C 0.939 0.302 0.207
C -0.407 -1.304 -0.366
C 1.218 -0.139 -0.933
N -2.273 -0.287 0.871
H -0.857 0.360 -0.559
H 0.289 0.276 -0.202
H 0.570 -0.353 0.610
H -1.017 -0.124 -0.360
H 1.454 0.804 0.969
H -0.423 0.388 0.141
H 0.295 -0.160 -0.701
H -0.175 -0.412 -0.244
H 0.364 -0.039 0.510
H -0.146 1.174 0.957
H -0.052 0.702 0.692
H 0.393 0.655 -0.454
H -0.012 -0.007 0.250
H 0.165 0.318 -0.504
H 0.280 0.406 0.454
H 0.596 -0.303 -1.073
H -0.386 -0.031 0.068
H 0.232 0.764 0.121
H -0.445 0.265 0.854
H -0.296 -0.138 -0.383
C 0.648 -0.586 -1.271
O 0.755 -0.240 -1.360
C -1.065 0.694 1.288
C -1.030 -1.751 1.571
C 0.004 -0.422 -0.544
C 1.191 1.458 0.892
C -1.723 0.047 -1.841
C 2.273 0.634 0.480
N -1.353 -1.615 -0.782
N 2.111 1.953 0.404
C -1.664 -0.954 -1.417
C -0.561 -0.239 -0.006
O 0.216 -0.204 1.421
C -0.325 -0.891 -0.688
C 0.370 -0.041 0.044
C -0.652 0.588 0.520
C 0.755 0.664 0.845
C 0.103 0.104 -1.692
C 0.441 0.088 -0.700
C -0.033 -0.795 0.331
C -1.331 -0.154 -0.430
H -0.618 -0.036 0.499
H 0.108 -0.092 0.974
H -1.171 0.605 -0.197
H 0.076 0.041 -0.260
H 0.101 0.486 0.573
H 0.467 0.039 -0.448
H 0.181 0.125 -0.181
H 0.701 0.612 0.577
H 1.493 0.504 0.023
H -0.134 0.100 -0.127
H -0.369 -0.583 1.055
H -0.600 -0.147 -0.434
H -0.068 0.162 0.010
O 0.520 0.012 0.049
C 0.582 -1.094 -0.696
C 1.416 1.862 -1.279
O -2.673 -1.410 0.742
O 0.443 -0.425 0.007
C -1.142 -0.221 0.671
C 0.540 1.275 -1.099
C -0.366 -1.079 0.528
C 0.807 0.568 -1.031
C -1.097 -1.794 0.201
C 0.322 0.972 0.811
C -0.036 -0.176 0.599
C 0.591 -0.431 0.152
C -0.888 -0.454 0.230
C 0.938 -0.075 0.475
C -0.456 -1.246 -0.476
C -0.458 0.518 1.234
H -0.431 0.273 0.003
H -0.020 -0.502 0.279
H -0.230 0.191 0.169
H -0.315 0.322 0.406
H 1.221 0.979 -0.253
H -0.027 0.263 -0.516
H 0.110 0.945 -0.352
H -0.061 0.266 -0.001
H -0.204 -0.052 0.259
H 0.201 0.548 -0.566
H 0.144 0.242 -0.665